C26H10Cl2F4N5O2Tl as an isolated structure, computed with ωB97M-V/def2-TZVPD.

Summary:
Spin multiplicity   1
E_HOMO   -8.057 eV
LUMO level   -4.03 eV

```
50
Properties=species:S:1:pos:R:3:forces:R:3
Tl 0.4010 2.5564 0.0122 -0.196 0.057 0.525
Cl -3.6973 0.4889 0.6173 -0.011 0.003 0.017
C -2.4389 -0.6914 0.7618 0.137 0.010 0.005
C -2.6153 -1.9356 0.1832 0.034 -0.012 -0.029
C -1.5936 -2.8711 0.2450 -0.048 -0.071 -0.090
C -0.3841 -2.5407 0.8300 0.051 -0.021 0.023
C -0.2227 -1.2944 1.4125 -0.119 -0.085 -0.037
Cl 1.2919 -0.8903 2.1541 0.051 -0.014 -0.008
C -1.2579 -0.3530 1.4404 -0.143 0.041 0.251
N -1.1142 0.8711 2.1003 -0.430 -0.096 -0.240
C -1.9322 1.2181 3.2217 -0.011 -0.313 -0.075
C -2.7562 0.2952 3.8604 0.169 -0.144 -0.068
C -3.4667 0.6505 4.9955 -0.003 -0.005 0.031
C -3.3423 1.9279 5.5190 0.053 0.053 0.005
C -2.5270 2.8465 4.8744 -0.090 0.044 -0.080
C -1.8471 2.5211 3.7046 -0.168 0.313 -0.011
C -1.0420 3.5564 2.9740 0.914 -0.163 0.070
C 0.4920 3.3065 3.2107 -0.694 0.442 0.287
O 0.9708 3.7602 4.2365 0.169 -0.381 -0.626
O 1.0779 2.5906 2.2939 0.266 0.225 -0.148
H -3.5398 -2.1583 -0.3321 -0.010 0.008 0.071
H -1.7414 -3.8580 -0.1761 0.035 0.077 -0.045
H 0.4310 -3.2524 0.8606 -0.017 0.045 0.021
H -0.1503 1.1560 2.2432 0.132 -0.028 0.238
H -2.8157 -0.7220 3.4915 -0.009 0.027 -0.038
H -4.0961 -0.0825 5.4872 0.028 0.034 -0.061
H -3.8782 2.2081 6.4183 0.050 -0.010 -0.050
H -2.4202 3.8515 5.2657 -0.033 -0.023 -0.007
H -1.2607 4.5549 3.3439 -0.115 -0.018 -0.002
H -1.2387 3.5067 1.8952 -0.259 0.040 0.130
F 4.6802 -0.4752 -5.1050 0.303 0.150 -0.106
C 3.5947 -0.8216 -4.4478 -0.013 -0.034 0.307
C 2.8098 -1.7666 -4.9709 -0.147 -0.029 0.184
F 3.1638 -2.3163 -6.1126 0.017 -0.151 -0.266
C 1.5676 -2.1876 -4.3470 0.053 0.055 0.088
C 1.3212 -1.5948 -3.0424 0.221 0.115 -0.292
C 2.1124 -0.6505 -2.5243 -0.103 -0.104 -0.243
F 1.8314 -0.2044 -1.3161 -0.007 0.352 0.429
C 3.2615 -0.1166 -3.2195 0.096 0.029 -0.133
C 3.9375 0.9865 -2.8033 -0.013 0.354 -0.138
C 3.4049 1.8932 -1.8177 0.244 -0.512 0.142
N 2.9724 2.6166 -1.0381 0.217 0.075 -0.156
C 5.1543 1.4392 -3.4169 0.056 0.168 -0.020
N 6.1320 1.8530 -3.8574 -0.130 -0.059 0.097
F 0.2807 -1.9903 -2.3489 -0.323 -0.232 0.179
C 0.7008 -3.0425 -4.9365 -0.183 -0.144 -0.151
C -0.5581 -3.4188 -4.3518 0.044 -0.030 -0.080
N -1.5876 -3.7430 -3.9603 0.027 -0.017 0.018
C 0.9183 -3.6090 -6.2402 -0.079 -0.012 -0.018
N 1.0162 -4.0683 -7.2884 -0.014 -0.007 0.102
```
Positions in Å, forces in eV/Å.



C26H12Cl56N2O4 as an isolated structure, computed with ωB97M-V/def2-TZVPD.

Summary:
Spin multiplicity   1
E_HOMO   -7.367 eV
LUMO level   -0.37 eV

```
100
Properties=species:S:1:pos:R:3:forces:R:3
N -0.3947 4.6895 1.3550 -3.839 -14.636 3.731
C 0.6518 3.6577 1.2686 -0.954 -0.587 -0.612
C 1.3070 3.6944 -0.1097 -0.638 -0.301 1.917
C 1.5309 4.8344 -0.8164 2.813 -4.840 -6.283
C 2.1273 4.8059 -2.0120 0.566 1.570 -1.730
C 2.5316 3.6561 -2.5964 0.904 0.551 -2.919
C 2.3157 2.5456 -1.9254 -0.869 -2.832 1.050
C 1.7046 2.5669 -0.6775 0.399 -2.814 -0.991
C 1.6639 1.1279 -0.1997 3.885 4.647 -4.170
O 0.9879 0.6058 0.5396 -4.128 -3.318 5.219
N 2.6659 0.5304 -0.9630 0.635 -2.852 0.211
C 3.9398 0.2160 -0.3446 0.324 0.150 -0.324
C 4.7858 1.4668 0.0658 0.213 -0.945 0.449
C 6.1195 1.5177 -0.6532 -2.597 -2.675 3.174
O 6.3583 2.3878 -1.3540 1.759 4.910 -3.768
O 6.9627 0.5321 -0.4063 0.461 -1.416 1.074
C 2.6526 1.0920 -2.2366 -1.038 5.342 6.187
O 2.8223 0.5935 -3.2288 1.632 -3.686 -6.896
H -0.0011 5.6145 1.4625 -5.717 0.656 9.863
H -0.9148 4.6370 0.4941 -0.202 -1.833 0.121
H 1.3753 3.7411 2.0738 -0.233 0.107 -0.145
H 0.1524 2.6951 1.3409 0.054 -0.109 0.376
H 1.2399 5.7871 -0.4138 5.767 1.776 -12.996
H 2.2844 5.7372 -2.5273 0.056 0.390 -0.221
H 3.0155 3.6178 -3.5758 -1.274 0.459 0.659
H 3.7615 -0.4165 0.5136 -0.108 -0.187 0.011
H 4.5276 -0.3343 -1.0764 -0.123 -0.367 0.068
H 4.3096 2.4207 -0.1248 -0.196 -0.016 -0.184
H 4.9878 1.4134 1.1347 0.011 0.047 0.082
H 7.8523 0.8190 -0.6371 0.145 -0.015 -0.425
C -0.6929 6.6368 0.1892 -0.506 2.362 -0.150
Cl -1.0992 6.2070 -1.4790 -0.136 -0.134 -0.566
Cl 0.8199 5.8424 0.6483 4.925 16.700 9.003
Cl -0.5087 8.3884 0.3190 0.142 -0.152 -0.187
Cl -1.9778 6.0941 1.2627 -4.162 4.415 0.010
C 2.6867 -1.0992 -6.5696 0.108 0.080 0.034
Cl 2.8406 0.6494 -6.7348 -0.012 0.002 -0.021
Cl 1.0857 -1.4794 -5.9202 0.648 -0.225 0.642
Cl 2.8752 -1.8603 -8.1541 -0.044 -0.006 0.018
Cl 3.9292 -1.7053 -5.4722 -0.028 -0.003 -0.046
C -2.3413 -0.7243 -8.7592 -0.055 0.056 0.017
Cl -3.8536 -0.6688 -7.8448 0.161 0.021 -0.140
Cl -0.9870 -0.9490 -7.6399 -0.647 0.165 -0.661
Cl -2.3924 -2.0713 -9.9035 0.005 0.026 0.030
Cl -2.1288 0.7926 -9.6438 0.009 -0.032 0.009
C -6.2182 6.1636 -0.0723 0.105 -0.082 -0.109
Cl -6.7871 4.5343 0.2836 -0.162 0.217 -0.067
Cl -6.2483 7.1387 1.4027 0.012 -0.011 -0.056
Cl -4.5618 6.0251 -0.6639 -0.131 0.208 -0.195
Cl -7.2429 6.9168 -1.3020 0.048 -0.049 0.080
C -1.9880 -1.0563 2.9685 -0.031 0.045 -0.123
Cl -1.9739 0.6808 2.6462 0.033 -0.027 0.028
Cl -3.5446 -1.4969 3.6868 0.020 -0.041 0.020
Cl -1.7620 -1.9434 1.4594 -0.006 0.020 0.046
Cl -0.6855 -1.4673 4.0930 -0.061 -0.081 -0.012
C -6.9830 -3.5897 5.0148 -0.022 -0.051 0.054
Cl -5.9828 -4.9322 5.5667 -0.110 -0.044 -0.002
Cl -6.9942 -3.5687 3.2477 0.046 -0.052 0.031
Cl -8.6316 -3.7864 5.6171 0.008 0.001 -0.036
Cl -6.3203 -2.0687 5.6315 0.000 -0.013 -0.060
C -4.4536 -2.6536 -4.1655 0.049 0.003 0.025
Cl -4.8943 -4.3609 -4.0649 0.003 0.002 0.011
Cl -4.6259 -1.9043 -2.5736 -0.005 -0.009 -0.042
Cl -2.7781 -2.5089 -4.7069 -0.026 0.003 -0.003
Cl -5.5174 -1.8445 -5.3210 -0.145 -0.049 0.178
C -2.0829 -5.2661 7.2503 0.039 -0.034 0.011
Cl -2.7339 -4.1018 6.0925 0.134 0.142 0.055
Cl -3.3803 -5.8354 8.3080 0.007 0.017 -0.027
Cl -1.3996 -6.6309 6.3661 0.222 -0.054 0.529
Cl -0.8244 -4.4950 8.2228 -0.034 -0.002 -0.019
C -8.5073 0.7740 1.3407 0.139 -0.033 -0.016
Cl -7.6468 -0.6434 1.9347 -0.149 -0.181 0.019
Cl -8.4941 0.7753 -0.4264 -0.030 0.032 0.015
Cl -10.1770 0.7758 1.9213 0.143 -0.008 -0.013
Cl -7.6493 2.1947 1.9395 -0.205 -0.022 0.159
C -2.8568 -7.6021 2.4188 -0.052 0.065 0.015
Cl -2.6171 -6.2943 3.5785 -0.225 -0.009 -0.502
Cl -4.4002 -8.4016 2.7441 0.018 0.012 0.000
Cl -2.8690 -6.9444 0.7792 0.008 -0.021 -0.026
Cl -1.5407 -8.7735 2.5722 -0.170 0.090 -0.028
C 6.3021 3.1689 -5.0353 0.071 -0.147 0.011
Cl 4.7587 3.1455 -4.1514 1.644 -0.129 -0.716
Cl 7.6354 3.0130 -3.8948 0.041 0.078 -0.293
Cl 6.3245 1.8191 -6.1726 0.049 -0.014 -0.044
Cl 6.4524 4.6936 -5.9184 -0.055 -0.029 0.025
C 1.9938 2.6033 5.2590 -0.032 -0.124 0.159
Cl 0.7867 3.6219 6.0490 0.018 -0.015 -0.077
Cl 1.2270 1.1131 4.6893 0.118 0.335 -0.128
Cl 2.7212 3.5024 3.9107 0.235 -0.180 0.389
Cl 3.2610 2.1876 6.4168 0.045 0.020 0.009
C 6.9892 -1.6465 2.9425 0.021 -0.015 0.034
Cl 7.7169 -0.4571 4.0282 -0.022 -0.001 -0.027
Cl 5.4733 -0.9997 2.2953 0.142 -0.172 0.195
Cl 8.1009 -1.9921 1.6156 -0.024 -0.008 0.019
Cl 6.6577 -3.1344 3.8338 -0.007 0.037 -0.016
C 1.4790 -10.9512 0.3341 -0.021 -0.025 -0.040
Cl 1.1896 -12.6677 0.6380 0.004 0.033 -0.001
Cl 1.2869 -10.0461 1.8399 0.207 -0.077 -0.014
Cl 3.1204 -10.7294 -0.2802 -0.029 0.000 0.018
Cl 0.3172 -10.3587 -0.8572 0.009 -0.001 0.032
```
Positions in Å, forces in eV/Å.



C26H14AsF5N9ReS as an isolated structure, computed with ωB97M-V/def2-TZVPD.

Summary:
Spin multiplicity   4
Total charge   +1
E_HOMO (spin up / spin down)   -11.120 / -11.441 eV
LUMO level (spin up / spin down)   -4.47 / -5.07 eV
Expectation value of S²   3.8068

```
57
Properties=species:S:1:pos:R:3:forces:R:3
Re 0.7544 0.1326 0.6053 0.109 0.040 -0.035
N 1.5768 -1.7778 3.3937 0.030 0.035 0.040
C 0.2692 -1.4888 3.2564 0.007 -0.050 0.040
N -0.6771 -1.8471 4.1459 -0.017 0.022 -0.034
N -1.8093 -1.4286 3.6517 0.013 -0.024 0.016
N -1.5726 -0.8389 2.5263 0.042 0.029 -0.020
N -0.2554 -0.8338 2.2205 -0.051 0.030 0.062
C 2.4970 -1.6804 2.3666 0.004 -0.066 0.059
N 3.6545 -2.2753 2.3838 0.024 0.042 -0.039
N 4.2149 -1.9561 1.1873 -0.064 -0.033 -0.010
N 3.4477 -1.2123 0.4981 0.067 0.013 0.039
N 2.3133 -0.9790 1.2296 -0.086 -0.001 -0.142
H 1.8529 -2.3246 4.1973 -0.003 0.003 0.000
F 7.6641 0.6461 -0.6051 -0.003 0.007 0.002
C 6.3748 0.9339 -0.5302 0.007 -0.017 -0.042
C 5.5422 0.6573 -1.6040 0.019 -0.006 0.010
F 6.0382 0.0925 -2.6994 -0.013 0.003 0.005
C 4.1978 0.9536 -1.5131 0.021 -0.053 -0.076
F 3.3988 0.6237 -2.5358 0.024 0.038 0.061
C 3.6612 1.5267 -0.3727 -0.084 -0.023 0.032
S 1.9320 1.8829 -0.2821 -0.044 0.071 -0.010
C 4.5096 1.8023 0.6848 0.054 -0.002 0.067
F 4.0227 2.3240 1.8145 0.002 -0.011 -0.025
C 5.8594 1.5086 0.6189 -0.012 0.027 0.035
F 6.6566 1.7696 1.6485 -0.012 -0.007 -0.015
C -1.5515 -0.8354 -5.3455 -0.004 0.001 0.002
C -2.7043 -0.8016 -4.5688 -0.002 0.000 0.007
C -2.6082 -0.7202 -3.1895 0.019 0.003 -0.030
C -1.3426 -0.6755 -2.6109 0.009 -0.014 0.008
C -0.1810 -0.7083 -3.3764 -0.027 0.000 -0.033
C -0.2958 -0.7865 -4.7565 0.008 -0.001 0.008
As -1.1358 -0.5222 -0.7355 0.018 -0.050 0.025
C -2.5735 -1.1722 0.3269 0.021 -0.011 0.005
C -3.4650 -2.1582 0.0665 -0.029 -0.003 -0.009
C -4.5820 -2.3481 0.9094 0.023 0.029 0.004
C -4.8247 -1.4422 1.9687 -0.017 -0.042 -0.032
C -3.9495 -0.4631 2.2897 0.026 0.033 0.031
C -2.6351 -0.3277 1.5831 -0.045 0.035 -0.028
C -2.2419 1.1060 1.2065 0.003 0.009 0.029
C -2.5829 2.2304 1.9256 0.001 -0.027 -0.010
C -2.1826 3.4856 1.4604 0.000 0.010 0.002
C -1.4540 3.6217 0.2918 -0.002 0.003 0.003
C -1.0945 2.4918 -0.4370 -0.007 -0.005 0.016
C -1.4806 1.2410 0.0284 0.009 -0.034 -0.013
H -1.6352 -0.8998 -6.4220 0.000 0.000 -0.001
H -3.6772 -0.8348 -5.0397 0.000 -0.001 0.000
H -3.5016 -0.6816 -2.5785 -0.002 -0.001 -0.004
H 0.7969 -0.6672 -2.9096 -0.006 -0.002 0.002
H 0.5957 -0.8120 -5.3678 -0.002 0.002 -0.003
H -3.3532 -2.7720 -0.8196 -0.015 -0.010 0.006
H -5.2829 -3.1438 0.7046 0.001 -0.002 -0.005
H -5.7417 -1.5331 2.5352 0.000 0.002 0.001
H -4.1463 0.2073 3.1142 -0.005 -0.012 0.003
H -3.1587 2.1588 2.8385 -0.003 0.004 0.000
H -2.4544 4.3663 2.0270 0.004 0.005 -0.005
H -1.1572 4.6016 -0.0549 0.002 0.002 0.003
H -0.5223 2.5836 -1.3511 -0.011 0.009 -0.003
```
Positions in Å, forces in eV/Å.



Here are the calculated E_tot numbers, same order: -79274.622 -739555.784 -127979.823 (eV).